{
  "formula": "C5H10",
  "method": "ωB97M-V/def2-TZVPD",
  "elements": ["C", "C", "C", "C", "C", "H", "H", "H", "H", "H", "H", "H", "H", "H", "H"],
  "coordinates": [[-2.2872, -0.7794, 0.4633], [-0.9211, -0.4685, 1.1020], [0.0907, 0.0695, -0.0396], [1.3468, 0.3450, -0.0349], [2.0150, 0.8782, -1.3281], [-2.7080, -1.6629, 1.0718], [-3.0702, 0.1027, 0.7144], [-2.2415, -1.1293, -0.6912], [-1.0864, 0.1712, 1.9756], [-0.4672, -1.3947, 1.3755], [-0.4550, 0.2050, -0.9513], [2.0062, 0.2705, 0.8211], [3.2213, 0.9683, -1.4293], [1.6746, 0.2862, -2.2098], [1.6614, 1.9138, -1.6529]],
  "forces_ev_per_angstrom": [[-2.04, -0.44, 0.23], [1.08, 0.71, -2.47], [-3.84, -0.57, 1.92], [3.25, 1.18, -0.94], [1.38, 0.97, -1.57], [0.37, 1.17, -1.15], [1.80, -1.93, -1.27], [-0.22, 1.13, 2.78], [0.51, 0.00, -0.27], [0.21, -0.66, 0.73], [-0.16, 0.11, -0.64], [-0.20, -0.09, 0.23], [-2.92, -0.56, 0.78], [0.42, 0.04, 0.68], [0.35, -1.05, 0.96]],
  "mulliken_charge": [-0.92, -0.34, -0.51, 0.01, -0.99, 0.28, 0.21, 0.30, 0.32, 0.24, 0.25, 0.35, 0.26, 0.27, 0.25],
  "lumo_energy_ev": 1.25,
  "smiles": "C/C=C/CC",
  "fmax_ev_per_a": 4.33,
  "e_above_lowest_kcal_mol": 48.7,
  "orbital_gap_ev": 10.679,
  "multiplicity": 1
}